21
Properties=species:S:1:pos:R:3 method="wB97M-V/def2-TZVPD" smiles=CC[C@H](CN)NC homo_ev=-7.973
N 0.78 -0.19 -1.15
N -2.50 0.21 0.51
C 0.01 0.24 0.01
C 1.81 1.13 1.59
C 0.84 -0.03 1.28
C 0.45 -0.96 -2.34
C -1.33 -0.52 0.08
H -0.46 -0.58 -2.82
H -0.14 1.32 -0.13
H 2.51 0.84 2.37
H -2.73 0.93 -0.16
H 0.18 -0.26 2.12
H 2.22 1.52 0.65
H 1.28 1.99 1.99
H 1.75 0.09 -1.18
H -2.30 0.70 1.38
H -1.18 -1.37 0.74
H 0.38 -2.02 -2.11
H -1.50 -0.97 -0.90
H 1.28 -0.79 -3.02
H 1.50 -0.87 1.09

21
Properties=species:S:1:pos:R:3 method="wB97M-V/def2-TZVPD" homo_ev="-14.644 / -14.714" s2=0.756 multiplicity=2 charge=+1
N 0.20 -1.23 -2.98
N -0.03 -0.73 0.49
C -0.87 1.98 -0.13
C 0.08 1.22 -1.07
C 0.30 -0.21 -0.68
C 0.11 -0.67 3.79
C 0.81 -1.29 -1.68
H -1.67 1.33 0.24
H -0.39 2.32 0.77
H -0.26 -0.71 2.77
H -0.65 -0.38 4.51
H 1.87 -1.13 -1.86
H 0.59 -1.62 4.03
H 0.58 -0.46 -3.51
H 1.09 1.66 -1.04
H 0.64 -2.28 -1.26
H -1.38 2.75 -0.70
H 0.90 0.08 3.85
H -0.27 1.25 -2.10
H -0.80 -1.26 -3.09
H -0.86 -0.61 -0.35

22
Properties=species:S:1:pos:R:3 method="wB97M-V/def2-TZVPD" smiles="C=CCO.CNCN" homo_ev=-9.016
O 1.84 1.78 1.47
N -1.89 -0.65 0.23
N -0.07 -2.28 0.57
C 0.59 1.85 -0.50
C 1.51 2.63 0.38
C -0.61 2.26 -0.87
C 0.55 -2.38 -0.76
C -1.51 -2.03 0.43
H 0.04 -3.18 1.04
H -0.95 3.25 -0.60
H 0.41 -1.43 -1.27
H -1.57 -0.32 -0.67
H 2.42 2.91 -0.17
H 0.91 0.82 -0.65
H 1.00 3.55 0.68
H 2.25 2.32 2.16
H -1.42 -0.07 0.93
H 0.15 -3.19 -1.37
H 1.63 -2.51 -0.62
H -1.89 -2.66 -0.39
H -2.04 -2.34 1.34
H -1.35 1.65 -1.38

22
Properties=species:S:1:pos:R:3 method="wB97M-V/def2-TZVPD" homo_ev=-7.495
O 2.24 -1.72 1.32
N -1.94 1.21 0.17
N 1.17 -1.31 -1.08
C 0.33 0.89 -0.66
C -0.32 0.10 1.80
C -0.79 0.32 0.24
C -2.79 1.06 -0.99
C 1.53 0.09 -0.86
H 1.99 0.17 0.25
H -2.28 1.31 -2.01
H 2.52 -2.61 1.44
H 1.40 -1.83 -0.05
H -0.87 0.89 2.43
H 2.23 0.40 -1.58
H 1.64 -1.76 -1.92
H -3.75 1.56 -0.95
H -0.14 0.98 -1.60
H 0.52 1.92 -0.29
H 0.77 0.38 1.85
H -0.45 -0.94 2.27
H -0.95 -0.77 -0.12
H -3.02 -0.06 -1.16

22
Properties=species:S:1:pos:R:3 method="wB97M-V/def2-TZVPD" smiles=CNC[C@H](C)NCO homo_ev=-8.842
O -1.61 -2.74 -0.77
N -1.42 -0.45 -0.02
N 1.81 1.25 0.63
C -1.77 -1.78 0.29
C 2.21 2.27 1.59
C 0.27 0.10 -1.80
C -0.04 -0.09 -0.29
C 0.36 1.16 0.50
H 2.22 1.43 -0.28
H -2.13 0.04 -0.56
H 3.28 2.41 1.55
H 0.86 1.01 -1.98
H -0.03 1.05 1.50
H 0.81 -0.75 -2.22
H 0.59 -0.90 0.06
H 1.69 3.24 1.47
H -0.64 0.17 -2.40
H 2.06 1.90 2.61
H -2.81 -1.81 0.58
H -1.11 -2.35 -1.50
H -1.17 -2.13 1.15
H -0.04 2.06 0.01

22
Properties=species:S:1:pos:R:3 method="wB97M-V/def2-TZVPD" homo_ev=-8.500
O -3.97 0.32 -0.61
N 3.08 -1.16 -0.22
N -0.75 -0.23 -0.73
C 0.65 -0.74 -1.04
C 2.33 0.97 0.51
C -1.40 0.10 0.47
C -3.35 0.87 0.45
C 1.65 -0.47 0.05
H 0.88 -0.36 0.98
H -3.93 0.70 1.34
H -1.37 -0.93 1.13
H 1.97 -1.51 0.47
H 1.10 -0.33 -2.00
H 3.10 1.33 -0.16
H -2.95 -0.15 -0.28
H 0.69 -1.93 -1.20
H 3.04 -1.93 -1.04
H 2.79 0.75 1.40
H -0.98 0.97 1.09
H -1.26 0.13 -1.52
H 1.56 1.70 0.73
H -2.90 1.89 0.19